Here is 2 unconnected molecules or ions with the total composition C4H7IN2S from the OMol25 dataset. Energies are from the ωB97M-V functional and the def2-TZVPD basis.

XYZ file:
```
15
Properties=species:S:1:pos:R:3:forces:R:3
C -2.935 -0.291 0.767 0.2316 -3.4136 0.6246
N -1.492 -0.399 0.474 -0.1918 1.8515 -2.6194
C -1.104 0.397 -0.476 2.0536 -2.7818 3.3239
C 0.388 0.446 -0.760 -0.2341 1.8446 1.1954
N 1.137 -0.480 -0.080 0.7048 -2.9746 1.5079
C 1.420 -1.614 0.172 0.4622 2.1033 -0.2904
S 2.190 -2.922 0.561 -0.1372 -0.8731 0.1875
H -3.046 -0.944 1.740 -0.4364 1.7770 -1.7933
H -3.183 0.731 0.814 -0.6906 1.1363 0.7282
H -3.579 -0.750 -0.053 0.8803 0.3226 0.9986
H -1.669 1.087 -1.002 -1.5527 1.2854 -1.0021
H 0.613 0.269 -1.758 -0.0195 0.1499 -2.3646
H 0.871 1.425 -0.476 -1.0419 -0.4100 -0.4976
I 4.686 1.356 -0.592 0.5383 0.1582 0.6859
H 5.703 1.690 0.667 -0.5667 -0.1757 -0.6845
```
Forces are in eV/Å.

Results
SMILES   C/N=C/CN=C=S.I
Charge   0
Highest occupied orbital energy   -8.89 eV
Total energy   -26175.52221 eV
2S+1   1